Density functional theory data (ωB97M-V with the def2-TZVPD basis set) for a structure of composition C68H66AsNP3V.

XYZ file:
```
140
Properties=species:S:1:pos:R:3
V -0.587 -0.382 -0.904
C 0.439 0.635 3.688
C 1.192 0.099 2.463
P 1.334 -1.652 -0.907
C 2.342 -2.403 0.395
C 2.012 -3.630 0.977
C 2.797 -4.157 1.992
C 3.913 -3.463 2.443
C 4.255 -2.250 1.863
C 3.476 -1.725 0.840
C 1.674 -2.543 -2.435
C 1.099 -2.046 -3.608
C 1.292 -2.692 -4.816
C 2.073 -3.841 -4.867
C 2.656 -4.335 -3.710
C 2.463 -3.691 -2.496
P 0.852 -1.100 3.722
C 2.155 -1.584 4.824
C 3.150 -0.661 5.141
C 4.173 -1.034 5.995
C 4.199 -2.317 6.529
C 3.210 -3.234 6.205
C 2.182 -2.874 5.347
C -0.522 -2.215 3.591
C -1.221 -2.539 4.757
C -2.276 -3.432 4.687
C -2.631 -3.998 3.467
C -1.948 -3.660 2.308
C -0.889 -2.768 2.368
H -0.609 0.883 3.572
H 0.991 1.305 4.337
H 2.236 0.387 2.357
H 0.699 -0.013 1.501
H 1.159 -4.194 0.616
H 2.544 -5.117 2.422
H 4.523 -3.876 3.236
H 5.133 -1.714 2.199
H 3.745 -0.779 0.390
H 0.507 -1.135 -3.582
H 0.844 -2.297 -5.718
H 2.232 -4.345 -5.811
H 3.272 -5.224 -3.751
H 2.929 -4.084 -1.602
H 3.140 0.338 4.719
H 4.948 -0.323 6.249
H 4.995 -2.601 7.204
H 3.237 -4.233 6.619
H 1.416 -3.593 5.087
H -0.944 -2.103 5.710
H -2.820 -3.690 5.585
H -3.452 -4.701 3.421
H -2.240 -4.088 1.357
H -0.350 -2.501 1.464
C 0.492 6.667 -5.273
C 0.847 5.569 -4.313
C 1.464 5.836 -3.106
C 1.787 4.838 -2.184
C 2.557 5.305 -0.975
C 1.434 3.511 -2.469
As 1.780 1.905 -1.392
N 0.018 1.328 -0.851
C -1.170 2.073 -0.597
C -1.710 3.017 -1.478
C -2.872 3.682 -1.136
C -3.539 3.401 0.054
C -3.032 2.448 0.916
C -1.842 1.801 0.597
C 2.504 2.403 0.366
C 1.796 3.052 1.383
C 0.502 3.785 1.146
C 2.349 3.128 2.660
C 3.602 2.610 2.954
C 4.203 2.733 4.327
C 4.325 2.032 1.916
C 3.811 1.933 0.627
C 4.756 1.461 -0.452
C 0.876 3.213 -3.737
C 0.602 1.806 -4.214
C 0.584 4.238 -4.621
H 1.024 7.587 -5.038
H -0.577 6.881 -5.232
H 0.730 6.385 -6.298
H 1.736 6.858 -2.869
H 3.253 6.085 -1.282
H 3.133 4.519 -0.496
H 1.897 5.744 -0.227
H -1.222 3.235 -2.414
H -3.274 4.424 -1.813
H -4.449 3.931 0.302
H -3.540 2.228 1.847
H -1.366 1.136 1.314
H 0.238 3.835 0.091
H 0.605 4.808 1.512
H -0.335 3.335 1.686
H 1.797 3.652 3.434
H 3.509 3.196 5.028
H 5.106 3.345 4.300
H 4.500 1.759 4.721
H 5.335 1.682 2.103
H 5.517 0.793 -0.044
H 5.283 2.322 -0.870
H 4.266 0.953 -1.281
H 0.080 1.201 -3.470
H 1.531 1.287 -4.466
H -0.020 1.832 -5.109
H 0.152 3.994 -5.586
C -5.724 -2.436 2.202
C -5.810 -3.104 0.990
C -4.972 -2.757 -0.061
C -4.034 -1.741 0.101
C -3.938 -1.090 1.329
C -4.783 -1.428 2.374
P -3.002 -1.194 -1.289
C -3.924 0.116 -2.134
C -3.399 0.584 -3.340
C -4.078 1.543 -4.069
C -5.285 2.046 -3.593
C -5.801 1.592 -2.391
C -5.122 0.628 -1.655
C -2.976 -2.570 -2.462
C -3.953 -2.747 -3.439
C -3.898 -3.852 -4.274
C -2.871 -4.780 -4.142
C -1.891 -4.604 -3.175
C -1.942 -3.500 -2.339
H -6.389 -2.700 3.014
H -6.539 -3.892 0.854
H -5.053 -3.282 -1.005
H -3.203 -0.308 1.468
H -4.707 -0.910 3.321
H -2.469 0.178 -3.728
H -3.675 1.893 -5.011
H -5.824 2.788 -4.167
H -6.742 1.979 -2.023
H -5.539 0.271 -0.721
H -4.752 -2.023 -3.553
H -4.656 -3.989 -5.032
H -2.833 -5.636 -4.802
H -1.081 -5.315 -3.082
H -1.162 -3.353 -1.597
```

## Properties
Calculated total energy: -6888.9076 a.u.
Relative energy (zero: lowest compared OMol25 entry of this formula, charge and spin): 2.157 eV
Strongest force on any atom: 0.848 eV/Å
Total charge: +2
HOMO-LUMO gap (alpha / beta): 6.43 / 7.34 eV
2S+1: 3
HOMO (alpha / beta): -12.01 / -11.85 eV

Atomic partial charges in e from the Mulliken method, atoms 1 to 99: atom 1 (V): 0.39, atom 2 (C): -1.21, atom 3 (C): 1.72, atom 4 (P): 0.83, atom 5 (C): 0.27, atom 6 (C): -0.36, atom 7 (C): -0.76, atom 8 (C): -0.87, atom 9 (C): -0.06, atom 10 (C): -0.78, atom 11 (C): 1.07, atom 12 (C): -0.12, atom 13 (C): -0.90, atom 14 (C): -0.67, atom 15 (C): -0.80, atom 16 (C): -0.87, atom 17 (P): 0.08, atom 18 (C): 1.22, atom 19 (C): 0.13, atom 20 (C): -0.64, atom 21 (C): -0.69, atom 22 (C): -0.69, atom 23 (C): -0.74, atom 24 (C): 0.03, atom 25 (C): -0.47, atom 26 (C): -1.11, atom 27 (C): -0.65, atom 28 (C): -0.78, atom 29 (C): 0.95, atom 30 (H): 0.22, atom 31 (H): 0.42, atom 32 (H): -0.32, atom 33 (H): -0.23, atom 34 (H): 0.54, atom 35 (H): 0.49, atom 36 (H): 0.50, atom 37 (H): 0.51, atom 38 (H): 0.32, atom 39 (H): 0.10, atom 40 (H): 0.49, atom 41 (H): 0.45, atom 42 (H): 0.46, atom 43 (H): 0.40, atom 44 (H): -0.60, atom 45 (H): 0.49, atom 46 (H): 0.43, atom 47 (H): 0.45, atom 48 (H): 0.45, atom 49 (H): 0.56, atom 50 (H): 0.48, atom 51 (H): 0.48, atom 52 (H): 0.46, atom 53 (H): -0.01, atom 54 (C): -1.59, atom 55 (C): 0.37, atom 56 (C): -0.95, atom 57 (C): 0.98, atom 58 (C): -1.76, atom 59 (C): 0.40, atom 60 (As): 1.50, atom 61 (N): 0.66, atom 62 (C): 1.51, atom 63 (C): -0.25, atom 64 (C): -0.47, atom 65 (C): -1.57, atom 66 (C): -0.17, atom 67 (C): 0.30, atom 68 (C): 0.38, atom 69 (C): 1.49, atom 70 (C): -2.46, atom 71 (C): -0.78, atom 72 (C): 0.65, atom 73 (C): -1.59, atom 74 (C): -1.37, atom 75 (C): 0.41, atom 76 (C): -2.09, atom 77 (C): 0.56, atom 78 (C): -1.53, atom 79 (C): -0.80, atom 80 (H): 0.38, atom 81 (H): 0.29, atom 82 (H): 0.39, atom 83 (H): 0.45, atom 84 (H): 0.68, atom 85 (H): 0.00, atom 86 (H): 0.34, atom 87 (H): 0.09, atom 88 (H): 0.45, atom 89 (H): 0.39, atom 90 (H): 0.48, atom 91 (H): -0.76, atom 92 (H): 0.03, atom 93 (H): 0.63, atom 94 (H): 0.46, atom 95 (H): 0.53, atom 96 (H): 0.38, atom 97 (H): 0.47, atom 98 (H): 0.33, atom 99 (H): 0.57